Entry 1:
Molecular formula: C4H6O
Method: DFT, ωB97M-V/def2-TZVPD

The calculation puts the highest occupied orbital energy at -9.754 eV. Its relative energy (zero: lowest compared OMol25 entry of this formula, charge and spin) is 2.1841 eV. The calculation puts the LUMO energy at 0.9 eV.

```
! RIJCOSX wB97M-V def2-TZVPD def2/J DEFGRID3
* xyz 0 1
C 0.137 0.875 0.619
C 0.250 -0.616 0.898
O -0.845 -1.312 1.395
C 0.262 -0.129 -0.461
C 0.174 0.062 -1.758
H 0.983 1.528 0.825
H -0.841 1.331 0.770
H 0.030 1.134 -1.752
H 1.189 -0.937 1.332
H -1.535 -1.288 0.719
H 0.197 -0.648 -2.587
*
```

Löwdin atomic charge list, values in e, 4 entries:
1. C -0.0692
2. C -0.3238
3. O 0.0033
4. C -0.2761



Entry 2:
Molecular formula: H8O4
Method: DFT, ωB97M-V/def2-TZVPD

The calculation puts the highest occupied orbital energy (alpha / beta) at 0.680 / -7.147 eV. Its relative energy (zero: lowest compared OMol25 entry of this formula, charge and spin) is 0.6752 eV. The calculation puts the LUMO energy (alpha / beta) at 4.1 / 4.0 eV.

```
! RIJCOSX wB97M-V def2-TZVPD def2/J DEFGRID3
* xyz -1 2
O 1.522 1.524 -2.125
H 0.840 0.944 -2.487
H 1.254 2.432 -2.009
H 1.199 -0.521 3.174
O 0.405 0.024 3.301
H 0.735 0.843 2.901
O -1.639 0.291 -1.284
H -1.875 -0.147 -0.463
H -1.048 -0.368 -1.698
O -0.805 -1.903 0.087
H 0.066 -1.714 -0.319
H -0.655 -1.405 0.923
*
```

Löwdin atomic charge list, values in e, 4 entries:
1. O -0.1696
2. H -0.0124
3. H -0.0005
4. H -0.0341



Entry 3:
Molecular formula: C10H12N2O
Method: DFT, ωB97M-V/def2-TZVPD

The calculation puts the highest occupied orbital energy at -8.056 eV. Its relative energy (zero: lowest compared OMol25 entry of this formula, charge and spin) is 8.8305 eV. The calculation puts the LUMO energy at 0.1 eV.

```
! RIJCOSX wB97M-V def2-TZVPD def2/J DEFGRID3
* xyz 0 1
C 0.213 2.458 -3.210
C 0.179 1.599 -1.824
C 0.450 0.706 0.084
C 0.562 0.651 1.415
C 0.484 -0.649 1.853
C 0.818 -1.178 3.296
C -0.215 -1.691 1.207
C -0.474 -1.672 -0.094
C -0.108 -0.347 -0.733
C -1.383 -0.045 -2.958
H 0.918 3.352 -2.903
H -0.956 3.006 -3.106
H 0.311 1.714 -4.178
H 0.807 1.698 2.003
H 1.554 -1.866 2.919
H 1.155 -0.307 3.907
H -1.002 -1.455 3.325
H -0.775 -2.435 1.747
H -1.051 -2.588 -0.488
H -0.928 -0.738 -4.100
H -2.133 1.225 -3.275
H -1.988 -0.924 -1.999
N 0.635 1.906 -0.619
N -0.197 0.284 -1.945
O -0.268 -1.875 3.734
*
```

Löwdin atomic charge list, values in e, 4 entries:
1. C -0.0566
2. C -0.3881
3. C -0.2836
4. C 0.0040



Entry 4:
Molecular formula: C2HBrF4O
Method: DFT, ωB97M-V/def2-TZVPD

The calculation puts the highest occupied orbital energy at -9.634 eV. Its relative energy (zero: lowest compared OMol25 entry of this formula, charge and spin) is 1.8933 eV. The calculation puts the LUMO energy at -0.6 eV.

```
! RIJCOSX wB97M-V def2-TZVPD def2/J DEFGRID3
* xyz 0 1
C 0.792 0.319 0.672
C -0.475 -0.367 0.322
O -0.122 -0.532 -1.593
F 1.781 -0.466 0.600
F 0.822 1.070 1.780
F -1.526 0.405 0.297
F -0.765 -1.603 0.709
Br -1.343 0.199 -2.616
H 0.836 0.975 -0.172
*
```

Löwdin atomic charge list, values in e, 4 entries:
1. C -0.4387
2. C -0.3189
3. O -0.7843
4. F 0.1999



Entry 5:
Molecular formula: C3H3KO3
Method: DFT, ωB97M-V/def2-TZVPD

The calculation puts the highest occupied orbital energy (alpha / beta) at -5.703 / -5.702 eV. Its relative energy (zero: lowest compared OMol25 entry of this formula, charge and spin) is 7.9461 eV. The calculation puts the LUMO energy (alpha / beta) at -0.4 / -0.4 eV.

```
! RIJCOSX wB97M-V def2-TZVPD def2/J DEFGRID3
* xyz 0 1
H 3.283 -1.002 1.684
O 1.032 -1.481 0.109
C -0.058 -1.345 0.668
C -1.163 -0.635 0.059
O -1.062 0.655 0.125
C -2.057 1.385 -0.563
O -1.374 2.066 -1.396
K 3.581 -0.561 -0.515
H -0.254 -1.820 1.650
H -1.929 2.738 -1.822
*
```

Löwdin atomic charge list, values in e, 4 entries:
1. H -0.2815
2. O -0.1650
3. C -0.2695
4. C 0.0193



Entry 6:
Molecular formula: C23H32BCl58NPS
Method: DFT, ωB97M-V/def2-TZVPD

The calculation puts the highest occupied orbital energy at -4.402 eV. The calculation puts the LUMO energy at 1.2 eV.

```
! RIJCOSX wB97M-V def2-TZVPD def2/J DEFGRID3
* xyz -1 1
C -3.971 0.592 5.154
C -3.598 0.333 3.646
C -3.039 1.603 2.934
C -1.611 1.452 2.312
B -0.452 0.864 3.314
S -0.620 1.386 5.123
Cl 1.202 1.614 2.677
P -0.188 -1.068 3.151
N -0.739 -1.848 4.475
H -3.285 0.062 5.834
H -5.022 0.336 5.358
H -3.809 1.664 5.362
H -2.975 -0.564 3.533
H -4.567 0.101 3.153
H -3.032 2.502 3.572
H -3.729 1.844 2.095
H -1.657 0.917 1.337
H -1.280 2.481 2.048
H -0.799 2.741 5.159
H 1.199 -1.335 3.067
H -0.823 -1.583 1.981
H -1.445 -2.530 4.208
C 2.582 -3.587 1.252
Cl 3.669 -4.925 0.852
Cl 1.101 -4.207 2.006
Cl 3.415 -2.423 2.286
H 2.302 -3.088 0.327
C 0.709 -2.231 -2.696
Cl 1.774 -3.276 -1.750
Cl -0.899 -2.954 -2.821
Cl 0.617 -0.623 -1.972
H 1.116 -2.135 -3.687
C 3.574 -4.023 -5.233
Cl 4.514 -5.071 -4.166
Cl 1.952 -4.671 -5.495
Cl 3.496 -2.387 -4.561
H 4.073 -3.980 -6.193
C 3.763 4.217 1.664
Cl 2.746 5.659 1.585
Cl 4.741 4.069 0.195
Cl 4.797 4.261 3.095
H 3.120 3.349 1.731
C -1.039 -2.329 -7.195
Cl -1.654 -3.899 -6.673
Cl 0.496 -1.964 -6.401
Cl -0.841 -2.299 -8.952
H -1.756 -1.566 -6.914
C -5.344 -4.116 -8.713
Cl -4.229 -5.441 -9.062
Cl -6.852 -4.732 -8.030
Cl -4.598 -2.947 -7.619
H -5.572 -3.609 -9.644
C -0.778 -7.609 0.678
Cl -2.313 -8.465 0.867
Cl 0.458 -8.684 0.012
Cl -0.978 -6.181 -0.341
H -0.449 -7.281 1.657
C 6.658 -5.421 3.818
Cl 6.831 -4.684 2.222
Cl 4.981 -5.340 4.367
Cl 7.229 -7.095 3.797
H 7.270 -4.863 4.516
C 7.140 6.911 -0.647
Cl 6.192 8.399 -0.692
Cl 8.110 6.746 -2.119
Cl 8.171 6.866 0.786
H 6.453 6.073 -0.598
C -7.908 2.078 3.916
Cl -8.289 0.826 5.107
Cl -6.275 2.696 4.160
Cl -8.089 1.450 2.274
H -8.606 2.895 4.048
C -0.582 -6.980 4.877
Cl -2.124 -7.825 5.066
Cl 0.645 -8.067 4.209
Cl -0.769 -5.555 3.854
H -0.251 -6.653 5.855
C -4.623 6.198 5.692
Cl -6.314 5.885 5.283
Cl -4.427 6.370 7.441
Cl -3.584 4.912 5.074
H -4.328 7.129 5.225
C -3.976 0.619 -10.459
Cl -5.326 0.649 -11.600
Cl -3.914 2.117 -9.524
Cl -4.098 -0.782 -9.385
H -3.055 0.535 -11.026
C 9.063 -2.418 -0.597
Cl 9.884 -2.703 0.940
Cl 9.880 -3.283 -1.906
Cl 7.371 -2.908 -0.501
H 9.101 -1.358 -0.814
C 9.771 -7.018 -1.773
Cl 10.533 -8.056 -2.986
Cl 8.012 -7.065 -1.929
Cl 10.265 -7.495 -0.146
H 10.101 -5.999 -1.943
C -7.194 9.451 8.308
Cl -8.190 8.050 7.905
Cl -5.984 9.738 7.053
Cl -8.200 10.885 8.544
H -6.676 9.243 9.236
C 4.605 6.894 -4.046
Cl 4.054 5.774 -2.798
Cl 4.092 6.360 -5.651
Cl 4.019 8.529 -3.718
H 5.688 6.912 -4.024
C -7.096 1.874 -1.618
Cl -6.027 2.625 -0.433
Cl -7.130 0.120 -1.404
Cl -8.728 2.546 -1.502
H -6.712 2.087 -2.608
C -0.222 5.856 -3.365
Cl 0.566 5.603 -1.805
Cl 0.651 5.011 -4.649
Cl -1.908 5.328 -3.306
H -0.206 6.916 -3.585
*
```

Löwdin atomic charge list, values in e, 4 entries:
1. C -0.1629
2. C -0.2482
3. C -0.2709
4. C -0.2956



Entry 7:
Molecular formula: C16H35B3O10
Method: DFT, ωB97M-V/def2-TZVPD

The calculation puts the highest occupied orbital energy at -9.127 eV. The calculation puts the LUMO energy at 0.5 eV.

```
! RIJCOSX wB97M-V def2-TZVPD def2/J DEFGRID3
* xyz 0 1
C -8.427 6.609 -4.971
C -8.079 5.484 -5.191
B -7.253 4.222 -5.415
O -7.468 3.393 -6.503
B -6.302 3.087 -7.183
O -5.079 3.153 -6.556
B -5.021 3.948 -5.419
C -3.831 4.897 -5.069
C -2.902 4.319 -3.989
O -3.625 3.564 -3.029
O -6.168 3.941 -4.613
H -8.758 7.609 -4.782
H -6.388 2.802 -8.332
H -3.261 5.214 -5.942
H -4.282 5.807 -4.663
H -2.194 3.632 -4.442
H -2.368 5.137 -3.507
H -4.149 4.162 -2.490
C 1.608 -1.519 0.456
O 0.418 -0.811 0.199
C 0.579 0.587 0.359
C -0.478 1.345 -0.411
O -0.218 1.446 -1.801
C -0.466 0.293 -2.591
C -1.932 0.018 -2.837
O -2.520 -0.629 -1.723
C -3.925 -0.516 -1.732
H 1.947 -1.361 1.486
H 1.402 -2.578 0.311
H 2.402 -1.219 -0.238
H 1.571 0.900 0.011
H 0.487 0.832 1.427
H -0.469 2.376 -0.049
H -1.471 0.932 -0.221
H 0.030 -0.588 -2.178
H -0.007 0.514 -3.557
H -2.033 -0.633 -3.718
H -2.445 0.967 -3.038
H -4.236 0.534 -1.689
H -4.302 -1.032 -0.851
H -4.355 -0.981 -2.627
C 7.463 -4.730 6.672
O 6.230 -4.106 6.399
C 6.305 -2.695 6.501
C 5.197 -2.036 5.712
O 5.440 -1.979 4.315
C 5.260 -3.177 3.577
C 3.812 -3.546 3.349
O 3.263 -4.175 4.493
C 1.854 -4.147 4.487
H 7.803 -4.512 7.691
H 7.317 -5.804 6.571
H 8.232 -4.411 5.959
H 7.272 -2.336 6.130
H 6.206 -2.412 7.558
H 5.145 -0.993 6.031
H 4.234 -2.503 5.930
H 5.805 -4.008 4.027
H 5.704 -2.973 2.601
H 3.742 -4.241 2.500
H 3.243 -2.640 3.107
H 1.481 -3.116 4.491
H 1.512 -4.645 5.392
H 1.448 -4.673 3.616
*
```

Löwdin atomic charge list, values in e, 4 entries:
1. C 0.1379
2. C 0.0730
3. B -0.5820
4. O 0.2549



Entry 8:
Molecular formula: C31H67N5O3
Method: DFT, ωB97M-V/def2-TZVPD

The calculation puts the highest occupied orbital energy at -7.961 eV. The calculation puts the LUMO energy at 0.4 eV.

```
! RIJCOSX wB97M-V def2-TZVPD def2/J DEFGRID3
* xyz 0 1
C -4.204 -1.686 1.634
C -3.669 -2.610 2.426
C -2.644 -3.395 3.371
C -2.089 -2.507 4.644
C -3.050 -1.265 5.020
N -2.563 -0.421 6.166
C -2.473 1.034 5.828
C -0.678 -1.896 4.153
C -0.723 -1.069 2.769
C -1.259 0.446 2.587
N -0.261 -1.661 1.646
O -2.029 -3.457 5.738
C -0.975 -3.236 6.678
O -1.297 -2.630 7.772
C 0.544 -3.766 6.594
C 1.689 -2.638 6.652
C 2.551 -2.465 5.276
O 1.258 -1.312 7.052
H -4.560 -0.800 0.974
H -3.203 -4.313 3.817
H -1.760 -3.851 2.759
H -3.284 -0.545 4.156
H -4.063 -1.731 5.374
H -3.265 -0.510 6.927
H -3.257 1.418 5.078
H -1.379 1.305 5.550
H -2.678 1.611 6.824
H -0.188 -1.216 4.942
H 0.036 -2.804 3.973
H -0.788 0.869 1.619
H -0.963 1.158 3.447
H -2.411 0.435 2.392
H 0.073 -2.618 1.859
H 0.647 -4.291 5.555
H 0.691 -4.549 7.434
H 2.462 -2.986 7.459
H 2.379 -3.346 4.558
H 2.231 -1.435 4.832
H 3.660 -2.339 5.603
H 2.013 -0.680 7.012
C 0.507 -4.757 -3.561
C 0.492 -3.586 -2.582
N 1.729 -2.808 -2.556
C 1.771 -1.841 -1.455
C 0.755 -0.703 -1.470
C 2.194 -2.296 -3.843
C 1.256 -1.368 -4.613
H 1.323 -5.450 -3.336
H -0.433 -5.310 -3.487
H 0.605 -4.425 -4.597
H 0.323 -4.009 -1.585
H -0.378 -2.958 -2.808
H 2.779 -1.414 -1.390
H 1.643 -2.394 -0.518
H 1.030 0.073 -2.192
H 0.726 -0.223 -0.490
H -0.257 -1.045 -1.697
H 2.435 -3.148 -4.486
H 3.156 -1.788 -3.705
H 0.217 -1.704 -4.589
H 1.558 -1.328 -5.663
H 1.301 -0.348 -4.233
C 2.076 6.379 1.817
C 2.436 5.222 0.891
N 3.377 4.262 1.464
C 3.877 3.296 0.486
C 2.868 2.331 -0.128
C 3.006 3.685 2.755
C 1.691 2.911 2.830
H 2.968 6.937 2.117
H 1.406 7.070 1.298
H 1.556 6.040 2.715
H 2.888 5.662 -0.006
H 1.508 4.735 0.567
H 4.694 2.718 0.934
H 4.349 3.855 -0.330
H 2.605 1.529 0.568
H 3.304 1.851 -1.008
H 1.950 2.828 -0.448
H 2.973 4.491 3.495
H 3.817 3.036 3.108
H 0.881 3.401 2.286
H 1.375 2.825 3.873
H 1.802 1.895 2.451
C -0.221 2.706 -8.368
C -0.599 1.598 -7.389
N -1.670 1.956 -6.460
C -1.853 0.968 -5.394
C -2.319 -0.430 -5.792
C -2.907 2.447 -7.064
C -3.634 1.520 -8.038
H 0.094 3.610 -7.840
H 0.612 2.375 -8.994
H -1.046 2.961 -9.038
H 0.303 1.365 -6.811
H -0.844 0.697 -7.963
H -2.546 1.370 -4.646
H -0.900 0.867 -4.863
H -3.388 -0.449 -6.023
H -2.166 -1.121 -4.959
H -1.772 -0.828 -6.650
H -2.688 3.385 -7.583
H -3.605 2.741 -6.271
H -2.951 1.006 -8.718
H -4.325 2.102 -8.652
H -4.230 0.775 -7.513
*
```

Löwdin atomic charge list, values in e, 4 entries:
1. C 0.0583
2. C -0.0914
3. C -0.1013
4. C -0.3746